No. 1
Entry from the Open Molecules 2025 dataset: 2 unconnected molecules or ions with the total composition CH5N2O3S (ωB97M-V/def2-TZVPD).

```
12
Properties=species:S:1:pos:R:3
C -0.09 -1.73 1.80
N 0.90 0.07 0.97
N 0.19 -0.49 1.93
O 2.38 0.33 -1.05
O -2.00 2.07 -1.79
O -0.03 0.26 -1.43
S 1.13 -0.37 -0.78
H -2.47 1.75 -2.63
H 0.43 -2.21 1.02
H -0.75 -2.18 2.56
H 1.39 0.98 1.02
H -1.08 1.52 -1.63
```

Kohn-Sham gap: 7.9 eV
Charge: -1
LUMO: 3.91 eV
Energy relative to the best compared isomer or geometry (same formula, charge and spin): 37.2 kcal/mol

---

No. 2
Entry from the Open Molecules 2025 dataset: a single C27H37F7INO7S molecule (ωB97M-V/def2-TZVPD).

```
81
Properties=species:S:1:pos:R:3
C -2.47 1.73 2.43
C -0.82 1.61 2.25
O -0.18 1.43 3.44
N 0.00 1.78 1.04
C -0.21 3.02 0.23
C -1.57 3.53 -0.52
O 0.88 3.83 0.07
C 0.18 0.51 0.18
O -1.03 -0.27 0.36
C -2.14 0.08 -0.52
C -3.23 -1.18 -0.38
C -4.73 -0.63 0.11
O -2.80 -2.13 0.68
O 0.46 1.06 -1.12
C 0.82 0.24 -2.21
C 0.24 0.98 -3.60
C 1.03 0.46 -4.95
C 1.04 1.52 -6.20
F 2.38 2.16 -6.20
F -0.10 2.46 -6.11
F 0.98 0.68 -7.45
C 0.38 -1.31 -2.31
O -0.76 -1.59 -3.23
C -0.90 -3.03 -3.48
F 0.18 -3.62 -4.33
F -1.09 -3.87 -2.28
F -2.16 -3.20 -4.29
C 1.39 -0.28 0.97
F 2.34 -1.04 0.14
C 0.82 -1.40 2.08
C 0.59 -2.89 1.43
C -0.03 -3.97 2.55
C -1.40 -3.44 3.36
C -2.14 -4.43 4.46
C -1.54 -5.94 4.74
C -0.16 -6.42 3.93
C 0.61 -5.45 2.82
O 2.23 0.64 1.80
C 3.30 1.25 1.00
I 5.29 0.29 1.31
C 3.50 2.79 1.62
C 4.07 3.86 0.51
C 3.64 5.38 1.09
S 3.15 6.55 -0.29
H -2.63 2.40 3.40
H -2.89 0.64 2.63
H -3.01 2.26 1.54
H -1.31 4.51 -1.16
H -2.42 3.90 0.24
H -2.00 2.76 -1.32
H -1.90 0.14 -1.66
H -2.76 1.03 -0.24
H -3.33 -1.79 -1.40
H -4.85 -0.82 1.28
H -4.87 0.52 -0.06
H -5.59 -1.21 -0.43
H -3.35 -2.97 0.65
H 2.01 0.28 -2.35
H 0.55 2.13 -3.47
H -0.93 0.98 -3.67
H 2.11 0.13 -4.59
H 0.48 -0.54 -5.29
H 0.17 -1.86 -1.30
H 1.30 -1.90 -2.80
H -0.12 -1.05 2.67
H 1.70 -1.51 2.88
H -0.28 -2.78 0.63
H 1.57 -3.36 1.01
H -1.87 -2.37 3.16
H -3.11 -4.02 4.97
H -2.06 -6.68 5.50
H 0.28 -7.49 4.11
H 1.56 -5.78 2.22
H 3.05 1.41 -0.13
H 4.25 2.76 2.51
H 2.45 3.10 2.05
H 3.58 3.79 -0.55
H 5.24 3.89 0.44
H 4.50 5.83 1.78
H 2.69 5.28 1.81
H 1.73 6.66 -0.18
```

Kohn-Sham gap: 7.6 eV
Charge: 0
SMILES string: CC(=O)N(C(C)=O)[C@@](OC[C@H](C)O)(O[C@H](CCC(F)(F)F)COC(F)(F)F)[C@](F)(CCc1ccccc1)O[C@H](I)CCCS
LUMO: -0.78 eV

---

No. 3
Entry from the Open Molecules 2025 dataset: 2 unconnected molecules or ions with the total composition C5H14S (ωB97M-V/def2-TZVPD).

```
20
Properties=species:S:1:pos:R:3
C 1.18 -1.38 -4.20
C 1.01 -0.90 -2.76
C 1.55 0.54 -2.50
H 0.63 -2.26 -4.47
H 2.23 -1.63 -4.35
H 0.91 -0.69 -5.00
H 1.58 -1.45 -1.99
H -0.02 -1.06 -2.43
H 1.08 1.02 -1.65
H 2.62 0.60 -2.28
H 1.54 1.12 -3.43
C -1.74 1.22 5.20
S -2.71 0.36 3.86
C -1.38 0.04 2.57
H -1.56 0.57 6.05
H -2.45 2.01 5.46
H -0.87 1.73 4.77
H -1.04 1.06 2.34
H -0.62 -0.54 3.09
H -1.95 -0.36 1.74
```

Kohn-Sham gap: 9.3 eV
Charge: 0
SMILES string: CCC.CSC
LUMO: 0.85 eV
Energy relative to the best compared isomer or geometry (same formula, charge and spin): 20.5 kcal/mol

---

No. 4
Entry from the Open Molecules 2025 dataset: a single C3HCl2N3 molecule (ωB97M-V/def2-TZVPD).

```
9
Properties=species:S:1:pos:R:3
Cl 2.25 1.50 0.00
C 0.79 0.60 -0.01
N -0.35 1.25 0.00
C -1.45 0.50 0.00
N -1.50 -0.83 0.00
N -0.35 -1.49 -0.01
C 0.78 -0.82 0.00
Cl 2.24 -1.73 0.00
H -2.41 1.01 0.02
```

Kohn-Sham gap: 9.7 eV
Charge: 0
SMILES string: Clc1ncnnc1Cl
LUMO: -0.58 eV
Energy relative to the best compared isomer or geometry (same formula, charge and spin): 0.0 kcal/mol

---

No. 5
Entry from the Open Molecules 2025 dataset: a molecular structure, C15H26Cl2HfO2Si (ωB97M-V/def2-TZVPD).

```
47
Properties=species:S:1:pos:R:3
C 1.90 0.44 -3.09
C 2.34 1.53 -2.29
C 1.23 2.38 -2.05
C 3.72 1.76 -1.80
C 0.09 1.81 -2.69
C 0.52 0.64 -3.39
C -0.32 -0.25 -4.19
C 2.70 -0.73 -3.49
C 1.26 3.63 -1.26
C -1.30 2.30 -2.64
Hf -0.47 -1.78 -0.45
Cl 1.68 -0.84 0.08
Cl -0.88 -3.89 0.58
O -1.89 -0.54 -1.02
H 4.21 0.80 -1.60
H 3.71 2.34 -0.87
H 4.34 2.30 -2.54
H 1.84 3.49 -0.34
H 0.25 3.95 -1.01
H 1.75 4.44 -1.83
H -1.40 3.11 -1.91
H -1.96 1.47 -2.36
H -1.62 2.68 -3.62
H -1.36 0.08 -4.16
H -0.26 -1.28 -3.79
H 0.03 -0.25 -5.25
H 3.47 -0.94 -2.74
H 3.19 -0.57 -4.45
H 2.05 -1.61 -3.56
H -2.44 -0.09 -0.35
O -0.07 -2.52 -2.20
H -0.20 -3.38 -2.65
C -3.48 -0.83 4.98
Si -1.71 -1.33 4.64
C -0.53 -0.24 5.59
C -1.42 -3.12 5.11
C -1.37 -1.11 2.86
C -1.11 -1.13 1.66
H -3.81 -1.13 5.99
H -4.16 -1.29 4.25
H -3.59 0.26 4.90
H -0.66 -0.37 6.67
H 0.50 -0.48 5.32
H -0.72 0.81 5.34
H -1.91 -3.81 4.41
H -0.35 -3.37 5.09
H -1.79 -3.33 6.12
```

Kohn-Sham gap: 4.0 eV
Charge: -2
LUMO: 4.61 eV

---

No. 6
Entry from the Open Molecules 2025 dataset: a molecular structure, C42H42BrEuN4O2PS5Si (ωB97M-V/def2-TZVPD).

```
99
Properties=species:S:1:pos:R:3
Eu 0.41 0.94 0.09
C -0.08 3.70 -1.22
C -0.49 2.44 -1.72
C -1.85 2.25 -1.29
C -2.23 3.38 -0.57
C -1.14 4.25 -0.50
H 0.86 4.18 -1.43
H -0.04 1.94 -2.59
H -2.50 1.45 -1.61
H -3.20 3.53 -0.12
H -1.13 5.22 -0.02
C -0.04 0.63 4.33
C 1.07 -0.11 3.63
C 2.02 -0.76 4.38
C 3.05 -1.42 3.72
C 3.08 -1.43 2.36
C 2.05 -0.80 1.62
N 1.07 -0.11 2.29
N 1.93 -0.86 0.29
Si 2.98 -1.83 -0.68
C 3.00 -3.69 -0.18
C 2.33 -1.87 -2.47
C 4.79 -1.19 -0.65
H 0.12 0.60 5.41
H -1.00 0.18 4.09
H -0.06 1.68 4.02
H 1.96 -0.76 5.46
H 3.83 -1.91 4.29
H 3.88 -1.90 1.83
H 2.00 -4.09 -0.15
H 3.46 -3.87 0.79
H 3.56 -4.26 -0.91
H 1.50 -2.57 -2.55
H 3.11 -2.21 -3.13
H 1.97 -0.91 -2.84
H 5.41 -1.77 0.03
H 4.83 -0.16 -0.32
H 5.26 -1.25 -1.63
N -2.87 0.54 1.76
P -1.87 -0.68 1.09
C -1.72 -1.84 2.51
C -0.61 -2.67 2.53
C -0.47 -3.64 3.51
C -1.43 -3.76 4.50
C -2.54 -2.93 4.49
C -2.69 -1.98 3.50
C -3.12 -1.70 0.22
C -4.32 -1.20 -0.25
C -5.19 -2.03 -0.94
C -4.86 -3.35 -1.18
C -3.64 -3.84 -0.75
C -2.77 -3.02 -0.05
C -2.39 1.78 2.09
C -3.20 2.70 2.78
C -2.66 3.93 3.11
C -1.36 4.22 2.74
C -0.63 3.26 2.05
N -1.13 2.05 1.76
H -3.84 0.34 1.98
H 0.15 -2.55 1.76
H 0.39 -4.29 3.51
H -1.33 -4.51 5.27
H -3.30 -3.03 5.26
H -3.57 -1.35 3.49
H -4.58 -0.16 -0.11
H -6.13 -1.64 -1.30
H -5.54 -4.00 -1.72
H -3.35 -4.86 -0.97
H -1.81 -3.39 0.26
H -4.21 2.44 3.05
H -3.26 4.65 3.65
H -0.91 5.17 2.98
H 0.41 3.43 1.78
C -1.32 1.60 -5.44
S 0.02 0.52 -4.80
C -0.89 -0.95 -4.57
C -1.20 -1.51 -3.37
S -0.86 -0.99 -1.79
S -2.16 -3.01 -3.51
C -2.30 -3.05 -5.25
S -3.19 -4.17 -6.05
S -1.42 -1.79 -6.03
H -0.87 2.57 -5.65
H -2.09 1.71 -4.67
H -1.73 1.16 -6.34
Br 5.42 4.83 -0.60
C 4.47 3.66 -1.75
C 4.70 3.78 -3.11
C 4.06 2.92 -3.99
C 3.21 1.94 -3.50
C 2.97 1.85 -2.14
C 3.59 2.72 -1.24
C 3.29 2.58 0.26
O 4.20 2.79 1.06
O 2.09 2.27 0.53
H 5.38 4.54 -3.47
H 4.24 3.01 -5.05
H 2.72 1.26 -4.18
H 2.31 1.07 -1.75
```

Kohn-Sham gap (spin up / spin down): 4.6 / 5.8 eV
Charge: -2
Multiplicity: 8
LUMO (spin up / spin down): 3.98 / 3.98 eV
Energy relative to the best compared isomer or geometry (same formula, charge and spin): 15.7 kcal/mol

---

no.,total energy (a.u.),strongest force on any atom (Eh/bohr)
1,-774.5114,0.0599
2,-3026.5992,0.1691
3,-597.0446,0.0504
4,-1199.5384,0.0161
5,-1995.7271,0.0463
6,-7901.5231,0.0394